{
  "formula": "C27H50NO9",
  "method": "wB97M-V/def2-TZVPD",
  "species": ["C", "C", "O", "C", "C", "O", "C", "C", "N", "C", "C", "C", "C", "C", "C", "C", "C", "C", "C", "C", "C", "O", "C", "H", "H", "H", "H", "H", "H", "H", "H", "H", "H", "H", "H", "H", "H", "H", "H", "H", "H", "H", "H", "H", "H", "H", "H", "H", "H", "H", "H", "H", "H", "H", "H", "H", "H", "C", "C", "O", "C", "O", "O", "C", "H", "H", "H", "H", "H", "H", "H", "H", "C", "C", "O", "C", "O", "O", "C", "H", "H", "H", "H", "H", "H", "H", "H"],
  "coordinates": [[5.7639, -0.4790, 1.4120], [4.7435, 0.5383, 1.8579], [3.4409, 0.0652, 1.5382], [2.4871, 1.1044, 1.5337], [1.1410, 0.4214, 1.5165], [0.0405, 1.3270, 1.5292], [-0.1364, 2.0259, 0.3350], [-1.1727, 3.0884, 0.5716], [-0.7831, 4.3557, 0.3397], [-1.5728, 5.4292, 0.5116], [-2.8638, 5.2394, 0.9584], [-3.3047, 3.9385, 1.1985], [-2.4865, 2.8299, 1.0053], [-2.9292, 1.4054, 1.2235], [-4.4373, 1.1422, 1.3894], [-4.9651, 0.0739, 0.4139], [-6.3010, -0.5184, 0.8741], [-7.5052, 0.2218, 0.3020], [-8.8261, -0.3809, 0.7536], [-10.0114, 0.0262, -0.1250], [-11.3050, -0.0464, 0.6546], [-12.3711, 0.3877, -0.1579], [-13.5627, 0.5561, 0.5652], [6.7014, -0.3526, 1.9429], [5.3856, -1.4810, 1.5928], [5.9629, -0.3940, 0.3477], [4.9341, 1.4904, 1.3566], [4.8011, 0.6964, 2.9366], [2.6629, 1.7296, 0.6521], [2.5937, 1.7083, 2.4373], [1.0591, -0.1615, 2.4278], [1.0711, -0.2841, 0.6885], [-0.4688, 1.3798, -0.4861], [0.7855, 2.5038, -0.0024], [0.1625, 4.5225, 0.0232], [-1.1787, 6.4089, 0.3052], [-3.5262, 6.0709, 1.1221], [-4.3158, 3.8067, 1.5454], [-2.5838, 0.8273, 0.3670], [-2.3933, 1.0219, 2.0829], [-5.0441, 2.0293, 1.2426], [-4.6152, 0.8014, 2.4050], [-4.2173, -0.6995, 0.2665], [-5.1428, 0.5847, -0.5314], [-6.3658, -1.5571, 0.5555], [-6.3807, -0.4838, 1.9584], [-7.4739, 1.2574, 0.6545], [-7.4616, 0.2695, -0.7852], [-8.7479, -1.4683, 0.7403], [-9.0443, -0.1050, 1.7843], [-9.8940, 1.0247, -0.5425], [-10.1097, -0.6644, -0.9600], [-11.4818, -1.0866, 0.9502], [-11.2366, 0.5580, 1.5651], [-13.5947, 1.5259, 1.0675], [-13.6952, -0.2182, 1.3240], [-14.4051, 0.5013, -0.1160], [10.3289, -5.8623, 0.8370], [9.3912, -5.2733, 1.8678], [8.6505, -4.1587, 1.3405], [7.6143, -4.4781, 0.5692], [7.2256, -5.5874, 0.3174], [7.0550, -3.3432, 0.1400], [5.9489, -3.5326, -0.7483], [10.9857, -5.0901, 0.4350], [10.9420, -6.6404, 1.2907], [9.7749, -6.3011, 0.0084], [9.9523, -4.8634, 2.7051], [8.6993, -6.0200, 2.2556], [5.2080, -4.1973, -0.3096], [6.2938, -3.9358, -1.6986], [5.5155, -2.5492, -0.9088], [4.2896, 0.5167, -6.0510], [3.7185, 0.2298, -4.6796], [4.6937, -0.3635, -3.8084], [5.5723, 0.4809, -3.2713], [5.5732, 1.6788, -3.3915], [6.4308, -0.2304, -2.5428], [7.4899, 0.5268, -1.9486], [4.7213, -0.3884, -6.4784], [3.5051, 0.8767, -6.7163], [5.0711, 1.2732, -5.9999], [2.9195, -0.5063, -4.7455], [3.3153, 1.1307, -4.2165], [7.0982, 1.3701, -1.3836], [8.1835, 0.8752, -2.7114], [8.0065, -0.1521, -1.2758]],
  "atomic_forces_ev_per_a": [[-0.1, -0.1, -0.1], [0.2, -0.1, 0.0], [-0.2, 0.2, -0.2], [0.5, -0.4, 0.0], [-0.1, -0.2, 0.2], [0.0, 0.1, 0.1], [-0.1, 0.1, -0.1], [-0.3, -0.1, 0.0], [-0.4, 0.1, 0.2], [-0.8, 0.1, 0.3], [0.5, -0.4, -0.1], [0.2, 0.2, 0.0], [0.5, 0.2, -0.2], [-0.4, 0.2, -0.2], [0.2, -0.4, -0.1], [-0.3, 0.5, 0.5], [-0.1, 0.1, -0.5], [0.0, 0.2, 0.5], [-0.2, -0.1, -0.4], [-0.2, -0.2, 0.2], [0.0, 0.0, -0.2], [0.1, 0.0, -0.1], [-0.3, 0.0, 0.2], [0.1, 0.0, 0.1], [0.1, -0.1, 0.1], [0.0, 0.0, -0.1], [-0.1, 0.2, 0.0], [0.0, 0.1, 0.1], [-0.1, 0.2, 0.0], [-0.1, 0.2, 0.1], [-0.1, 0.0, 0.1], [0.0, 0.1, -0.3], [-0.1, -0.2, 0.0], [0.1, 0.1, 0.0], [0.1, -0.1, 0.0], [0.3, 0.0, -0.1], [0.0, 0.2, 0.0], [-0.1, -0.1, 0.1], [0.2, -0.1, -0.1], [0.2, -0.1, 0.1], [-0.1, 0.2, 0.1], [-0.1, 0.0, 0.2], [0.1, -0.1, 0.0], [0.2, -0.2, -0.4], [0.0, -0.2, 0.1], [0.1, -0.2, 0.2], [0.0, 0.2, -0.1], [0.1, -0.2, -0.2], [0.0, -0.1, 0.1], [0.2, 0.1, 0.2], [0.1, 0.2, 0.1], [0.1, 0.0, -0.2], [0.0, -0.1, 0.2], [0.0, 0.1, 0.1], [0.1, 0.1, 0.1], [0.0, -0.1, 0.0], [0.0, 0.0, -0.2], [-0.1, 0.1, -0.2], [0.2, -0.2, 0.2], [0.0, 0.1, 0.0], [0.0, 0.1, 0.1], [0.0, 0.0, -0.1], [0.0, 0.1, -0.1], [-0.1, 0.1, -0.1], [0.0, 0.0, 0.1], [0.0, 0.0, 0.0], [0.0, 0.0, 0.0], [0.0, 0.1, 0.0], [-0.1, 0.0, -0.1], [0.0, -0.1, 0.0], [0.0, -0.1, 0.0], [0.1, 0.0, 0.0], [0.2, 0.0, 0.0], [-0.2, 0.1, -0.2], [0.0, 0.0, 0.0], [-0.1, 0.0, 0.1], [0.0, 0.0, 0.0], [0.0, 0.0, 0.0], [0.2, 0.0, 0.2], [-0.1, 0.0, 0.0], [0.0, 0.0, 0.0], [0.0, 0.0, 0.0], [0.1, -0.1, 0.1], [0.1, 0.0, 0.0], [0.0, 0.0, -0.1], [-0.1, 0.1, 0.0], [-0.1, -0.1, 0.0]],
  "gap_ev": 7.05,
  "energy_ev": -48720.8124,
  "e_homo_ev": -11.1,
  "charge": 1
}